Molecular formula: C43H40CoN8O4P
Method: DFT, ωB97M-V/def2-TZVPD

XYZ file:
```
97
Properties=species:S:1:pos:R:3:lowdin_charge:R:1
C 2.847 -1.419 -3.123 -0.06
H -0.274 2.538 1.996 0.11
C -2.465 -1.345 -5.448 -0.04
H 1.703 2.507 3.300 0.11
H -1.933 -2.975 3.249 0.09
C 4.121 1.470 3.305 -0.29
C -1.856 -1.012 -3.147 -0.29
H 1.022 0.056 -0.066 0.08
C 2.382 0.433 6.461 -0.04
H -3.076 -3.219 -2.297 0.10
H -3.959 -3.909 1.156 0.14
C 0.820 -1.098 -1.859 -0.37
H -0.417 1.154 -3.303 0.11
O -2.465 -2.476 1.308 -0.25
C -3.426 -0.336 -5.374 -0.04
H -0.620 -2.841 2.055 0.09
N 0.782 2.825 -2.994 0.15
C -0.221 -5.279 -0.733 -0.07
O -4.365 -0.633 0.653 -0.24
H 4.609 -0.483 -2.333 0.11
C 0.252 3.023 -0.878 -0.13
C 0.872 1.747 5.122 -0.20
H -5.208 1.213 0.505 0.09
H 0.841 -3.430 -0.566 0.11
C -2.303 0.247 2.751 -0.16
C 4.712 2.722 0.101 -0.15
C 5.730 2.606 -0.842 -0.01
N -0.424 1.968 -1.301 0.09
H -4.497 -2.285 -0.577 0.12
N -1.142 1.680 3.723 -0.10
C 3.542 3.393 -0.223 0.02
N 5.758 1.369 1.920 0.14
H -5.805 0.044 -0.689 0.10
N -2.015 0.676 3.952 0.15
C 4.365 3.796 -2.432 -0.01
H 1.737 5.300 -1.082 0.14
H -0.402 3.408 4.595 0.14
H -2.326 -1.878 -6.378 0.11
C 1.492 -1.644 -2.951 -0.07
C 3.354 3.922 -1.490 -0.19
N 5.290 0.956 3.178 0.14
H 3.358 -1.844 -3.975 0.11
P -0.959 -1.326 -1.531 1.14
C -0.481 2.348 4.842 -0.06
C 1.539 -0.355 -0.926 -0.11
C -3.619 0.337 -4.176 0.00
C 2.900 -0.137 -1.091 -0.05
C 2.026 4.554 -1.824 -0.06
H 0.250 3.438 0.114 0.12
H -4.175 -2.708 2.445 0.13
Co -1.939 0.356 -0.253 0.35
H -1.493 -6.978 -1.030 0.11
H 4.227 4.195 -3.428 0.12
C -1.686 -1.689 -4.348 -0.06
C 4.824 2.091 1.416 -0.31
C -2.834 -0.015 -3.091 -0.21
C 3.123 1.327 4.366 -0.13
H -1.691 -4.260 2.034 0.09
H -4.361 1.118 -4.081 0.13
H 3.449 0.441 -0.359 0.09
C 1.881 1.915 4.188 0.02
O -3.419 1.571 -1.270 0.06
C -0.063 1.902 -2.614 -0.19
H -5.703 -2.206 0.720 0.13
C -0.936 1.804 2.416 -0.11
H 4.353 0.132 5.652 0.12
H -3.002 -0.540 2.559 0.10
C -0.079 -3.906 -0.882 -0.09
C 5.552 3.151 -2.101 -0.05
C 3.551 -0.659 -2.197 -0.06
H -0.979 -2.503 -4.429 0.10
H 2.575 -0.141 7.357 0.11
C -1.641 -3.182 2.212 -0.09
H 6.338 3.064 -2.838 0.11
H -1.153 2.237 5.690 0.13
H 2.044 5.023 -2.807 0.13
C -2.415 -5.157 -1.696 -0.07
O 3.748 2.211 2.233 0.10
H 2.763 3.486 0.522 0.12
C 1.127 1.001 6.264 -0.02
C -5.494 0.176 0.352 -0.09
H 6.641 2.086 -0.581 0.12
N 0.973 3.545 -1.869 -0.11
H 0.589 -5.856 -0.308 0.11
H -6.329 -0.081 1.010 0.10
H 0.347 0.857 7.001 0.12
C -2.875 0.591 -1.743 -0.40
H -3.323 -5.641 -2.028 0.11
C -3.819 -2.849 1.413 -0.21
C -2.274 -3.787 -1.842 -0.10
C -1.107 -3.147 -1.431 -0.34
C 3.381 0.584 5.515 0.00
H 0.969 -2.265 -3.663 0.10
C -4.652 -2.012 0.474 -0.18
C -1.388 -5.907 -1.137 -0.07
N -1.647 0.907 1.752 0.06
H -4.021 -0.088 -6.240 0.11
```

Values from the calculation:
net charge = +1
<S²> = 0.827
relative energy (zero: lowest compared OMol25 entry of this formula, charge and spin) = 0.0 kcal per mole
2S+1 = 2